(1)
A structure of composition C19H42CoNOP3Se in a non-equilibrium geometry. Source: the Open Molecules 2025 dataset; level of theory: ωB97M-V with the def2-TZVPD basis set.

Results
F_max (eV/A): 5.15
ΔE to the lowest compared entry with this formula, charge and spin (kcal/mol): 90.9
HOMO energy (alpha / beta) (eV): -17.422 / -17.426

```
! wB97M-V def2-TZVPD RIJCOSX def2/J DEFGRID3
* xyz 3 5
Co -0.39713 -1.22097 -0.97637
P -1.20111 -0.63898 1.51460
P 1.09658 -2.43545 -0.00630
P -2.36587 -1.10650 -1.52695
H 1.04965 2.67619 0.84820
C 0.00334 2.92780 0.68339
C -0.94825 3.00260 1.64288
H -0.82201 3.25519 2.69769
C -0.41607 -0.24023 3.08852
C -1.82091 -2.27292 2.05442
C -2.77892 0.19124 1.85625
C 2.63964 -2.42280 -0.96224
C 1.79018 -2.48989 1.64577
C 0.22574 -3.99915 -0.31722
C -3.22702 0.51527 -1.38488
C -3.55398 -2.29636 -0.76477
C -2.39953 -1.56934 -3.30059
H -0.28009 3.03220 -0.36021
H -1.98274 2.78222 1.28911
H -0.84366 0.68665 3.51065
H 0.66971 -0.14601 3.04170
H -0.65501 -1.06074 3.79245
H -1.00211 -2.93687 2.31001
H -2.54055 -2.74371 1.38863
H -2.34870 -2.00622 2.97585
H -2.77447 1.27100 1.74301
H -2.91024 0.02111 2.93257
H -3.64256 -0.24764 1.35411
H 3.13977 -3.38287 -0.79106
H 3.22744 -1.57324 -0.60188
H 2.45359 -2.24216 -2.02536
H 2.44076 -3.37613 1.68446
H 1.04168 -2.54882 2.44030
H 2.37428 -1.57295 1.82887
H 1.02939 -4.74140 -0.32397
H -0.30495 -3.97909 -1.28300
H -0.51990 -4.20213 0.46626
H -3.93247 0.60897 -2.22448
H -2.50341 1.34496 -1.42516
H -3.78914 0.58398 -0.44573
H -4.34197 -2.46046 -1.50581
H -3.99867 -1.90561 0.16116
H -3.05749 -3.26076 -0.57159
H -3.43994 -1.80733 -3.54975
H -1.77627 -2.46703 -3.43495
H -2.00597 -0.74981 -3.92856
C 1.10031 1.76642 -3.27448
C 0.65950 3.00176 -2.80011
C 1.04266 4.19334 -3.44084
C 1.87228 4.13717 -4.57381
C 2.14397 2.87412 -5.16845
C 1.75536 1.70860 -4.52902
Se 0.87297 0.11042 -2.28735
H -0.37162 -0.20067 0.17171
H 0.01748 3.04285 -1.94227
H 0.68078 5.14849 -3.05654
H 2.27931 5.05761 -5.01692
H 2.64701 2.83310 -6.13067
H 1.93940 0.73259 -4.95738
C 3.43641 2.44966 3.27044
C 3.07138 1.01154 3.06171
N 2.83246 0.33045 4.22854
O 2.93626 0.46441 1.96143
H 4.37331 2.52165 3.84162
H 2.62697 2.98411 3.78563
H 3.57825 2.94105 2.30710
H 2.89065 -0.67826 4.18783
H 3.01429 0.77375 5.12185
*
```

=====

(2)
A cluster of 3 separate species, C19H42FN2O2 in total in a non-equilibrium geometry. Source: the Open Molecules 2025 dataset; level of theory: ωB97M-V with the def2-TZVPD basis set.

Results
F_max (eV/A): 1.66
HOMO energy (eV): -2.267

```
! wB97M-V def2-TZVPD RIJCOSX def2/J DEFGRID3
* xyz -1 1
C 1.43218 0.02159 -2.89906
C 1.26493 -1.38841 -3.43116
O 0.70354 -2.24973 -2.77371
O 1.77363 -1.54316 -4.61103
C 2.06535 -3.00554 -5.17087
C 3.41474 -3.19886 -5.64549
C 4.52177 -3.00490 -4.60873
C 4.70506 -4.13612 -3.57460
C 3.87715 -3.92949 -2.32131
F 3.75400 -5.12832 -1.57395
H 2.02428 0.63518 -3.57980
H 1.90530 -0.02375 -1.91393
H 0.44015 0.47216 -2.78278
H 1.30791 -3.11144 -5.95240
H 1.77874 -3.64109 -4.32966
H 3.61158 -2.51302 -6.48526
H 5.47075 -2.91016 -5.15268
H 4.42896 -2.05714 -4.02870
H 5.76047 -4.19516 -3.26728
H 4.43964 -5.09927 -4.02692
H 4.35785 -3.21383 -1.64238
H 2.86455 -3.58011 -2.53654
C -2.03234 -0.74007 3.50775
C -1.64839 -1.76582 2.45279
N -1.01985 -1.15238 1.29870
C -0.90896 -2.03487 0.14311
C -0.02361 -3.27567 0.26526
C 0.14480 -0.33095 1.57751
C 1.32198 -0.97743 2.31963
H -2.60970 0.06112 3.04320
H -2.63934 -1.19656 4.29130
H -1.15656 -0.29837 3.98565
H -2.55162 -2.26354 2.08888
H -1.03587 -2.55226 2.92511
H -0.55856 -1.44578 -0.70560
H -1.92452 -2.35506 -0.11294
H 1.03562 -3.02403 0.25841
H -0.19355 -3.92146 -0.59559
H -0.24330 -3.84665 1.17102
H -0.18222 0.54171 2.15361
H 0.49207 0.06225 0.61872
H 0.98644 -1.53283 3.19765
H 2.00898 -0.20122 2.66492
H 1.88515 -1.65968 1.68581
C -2.98776 2.40105 0.28304
C -3.15802 3.80577 0.84449
N -3.17740 3.83306 2.29815
C -3.64674 5.08357 2.85931
C -2.81348 6.34779 2.61057
C -2.02223 3.22938 2.93963
C -0.63317 3.78851 2.60355
H -3.73072 1.72545 0.70871
H -3.11655 2.41689 -0.79972
H -2.00064 1.98418 0.48501
H -4.11695 4.21220 0.50950
H -2.38155 4.45778 0.41184
H -3.76406 4.93900 3.93723
H -4.65381 5.25269 2.46426
H -1.88819 6.34943 3.18560
H -3.38603 7.22921 2.90709
H -2.55883 6.45965 1.55590
H -2.02563 2.16660 2.69214
H -2.18017 3.27658 4.02070
H -0.50114 3.91769 1.52838
H 0.13241 3.08761 2.94206
H -0.43851 4.74605 3.08592
*
```

=====

(3)
A cluster of 3 separate species, C19H42I2N5O4P2 in total in a non-equilibrium geometry. Source: the Open Molecules 2025 dataset; level of theory: ωB97M-V with the def2-TZVPD basis set.

Results
F_max (eV/A): 1.55
ΔE to the lowest compared entry with this formula, charge and spin (kcal/mol): 5.8
HOMO energy (alpha / beta) (eV): -9.378 / -10.385

```
! wB97M-V def2-TZVPD RIJCOSX def2/J DEFGRID3
* xyz 1 3
N -6.07636 -1.50770 2.81579
C -7.27018 -0.87665 2.45295
N -7.39370 0.45755 2.48285
P -7.75615 1.35349 0.97257
O -6.30670 1.03139 0.30602
I -7.40853 3.54334 1.93640
N -8.25374 -1.68545 2.13312
P -9.99992 -1.53483 1.72738
O -9.71526 -0.99327 0.22550
I -10.71516 0.47087 2.91312
H -5.27666 -1.05555 2.37846
H -5.92443 -1.55142 3.81917
H -6.55523 0.85138 2.90714
H -6.39105 1.02847 -0.66243
H -7.95358 -2.65611 2.17388
H -10.46393 -0.48959 -0.13265
C -3.21454 0.02890 -1.63274
C -2.54252 0.70492 -0.42231
C -3.00927 2.15826 -0.30483
C -2.41088 3.07685 -1.37003
C -0.88611 2.97034 -1.38567
C -0.37674 1.53385 -1.52359
N -1.05317 0.64909 -0.51967
O -0.51375 0.75069 0.64442
C -0.60393 1.02576 -2.95684
C 1.12595 1.48585 -1.28932
C -2.97949 -0.08823 0.80690
H -2.68437 -0.87963 -1.91788
H -4.23570 -0.25302 -1.36651
H -3.28597 0.67211 -2.50532
H -2.73559 2.54132 0.68361
H -4.10085 2.18019 -0.35544
H -2.82142 2.84201 -2.35578
H -2.69977 4.10811 -1.16057
H -0.47327 3.56387 -2.20325
H -0.49316 3.39745 -0.45790
H -0.40168 -0.04381 -3.02368
H 0.08532 1.53852 -3.62614
H -1.60318 1.21202 -3.34135
H 1.41292 1.91508 -0.33236
H 1.62930 2.05988 -2.06703
H 1.50412 0.46398 -1.33074
H -2.61302 -1.11493 0.75868
H -4.07181 -0.10204 0.82942
H -2.61930 0.36116 1.72981
C 5.83741 -3.25300 -0.51268
C 6.01359 -1.81854 -1.04269
C 7.43526 -1.32178 -0.77240
C 7.69630 -0.99489 0.69636
C 6.64717 -0.02404 1.23498
C 5.20872 -0.49381 1.00885
N 5.01567 -0.87902 -0.42760
O 4.84740 0.16185 -1.17040
C 4.87684 -1.66144 1.95268
C 4.23397 0.62146 1.36805
C 5.76310 -1.87984 -2.54517
H 4.78084 -3.50553 -0.41692
H 6.28570 -3.95290 -1.21714
H 6.32164 -3.42730 0.44429
H 7.61594 -0.42368 -1.37114
H 8.13892 -2.07985 -1.12391
H 7.71536 -1.90858 1.29615
H 8.68657 -0.54774 0.79659
H 6.79496 0.13386 2.30576
H 6.78112 0.94892 0.75212
H 3.91942 -2.11162 1.68706
H 4.79914 -1.28173 2.97124
H 5.63022 -2.44286 1.97019
H 4.43186 1.54082 0.82076
H 4.33657 0.84698 2.43003
H 3.19844 0.33276 1.18022
H 4.73767 -2.18578 -2.75782
H 6.43996 -2.61404 -2.98215
H 5.94269 -0.92314 -3.02848
*
```

=====

- Which of these has the highest F_max?
  C19H42CoNOP3Se

=====

- Among the records above, which one has the lowest F_max?
  C19H42I2N5O4P2

=====

- The highest F_max belongs to which entry?
  C19H42CoNOP3Se

=====

- Which formula does entry 3 have?
  C19H42I2N5O4P2